Computed, not measured: a 2-piece molecular cluster, C5H11NO overall at a distorted geometry, with ωB97M-V/def2-TZVPD.

The SMILES is C=C/C=C(/C)N.O. The HOMO energy is -7.843 eV. The calculation puts the LUMO energy at 0.70 eV. Its energy above the lowest of the compared OMol25 structures with the same formula, charge and spin is 88.5 kcal/mol. Its total energy is -8897.8595 eV.

Last columns: bonded neighbours and bond lengths (Å).
Positions of all 18 atoms, in Å:
1 C 0.9890 1.4013 -2.3202  C2 1.323, H7 1.077, H8 1.114
2 C 0.7645 0.6594 -1.2483  C1 1.323, C3 1.492, H9 1.041
3 C -0.3871 -0.2093 -0.8662  C2 1.492, C4 1.369, H10 1.109
4 C -0.3078 -0.9896 0.2561  C3 1.369, C5 1.540, N6 1.451
5 C -1.3048 -2.1173 0.5821  C4 1.540, H11 1.112, H12 1.188, H13 1.104
6 N 0.7178 -0.8008 1.2643  C4 1.451, H14 1.085, H15 0.999
7 H 2.0380 1.4326 -2.5627  C1 1.077
8 H 0.4290 2.1488 -2.9277  C1 1.114
9 H 1.4695 0.9051 -0.5222  C2 1.041
10 H -1.2180 -0.2896 -1.5958  C3 1.109
11 H -1.9477 -2.2161 1.4837  C5 1.112
12 H -2.0447 -2.1425 -0.3465  C5 1.188
13 H -0.7251 -3.0573 0.5879  C5 1.104
14 H 0.3454 -1.3429 2.1278  N6 1.085
15 H 1.5698 -1.2764 1.0500  N6 0.999
16 O -0.4274 1.8819 1.6273  H17 0.989, H18 0.916
17 H 0.5525 1.7483 1.6401  O16 0.989
18 H -0.5965 2.1735 0.7759  O16 0.916

Just the natural (NBO) charges please, in e? Sure, here they are: C -0.410; C -0.220; C -0.305; C 0.227; C -0.673; N -0.849; H 0.187; H 0.209; H 0.206; H 0.218; H 0.234; H 0.220; H 0.215; H 0.367; H 0.371; O -0.932; H 0.473; H 0.461

Computed, not measured: the molecule C5H11NO, with ωB97M-V/def2-TZVPD.

The SMILES is CC[C@@H](C)NC=O. The HOMO energy is -9.746 eV. The calculation puts the LUMO energy at 0.91 eV. Its energy above the lowest of the compared OMol25 structures with the same formula, charge and spin is 15.4 kcal/mol. Its total energy is -8901.0316 eV.

Last columns: bonded neighbours and bond lengths (Å).
Positions of all 18 atoms, in Å:
1 C -1.7294 -0.7364 -0.4861  C2 1.547, H8 1.094, H9 1.095, H10 1.092
2 C -0.9174 0.5702 -0.6472  C1 1.547, C3 1.577, H11 1.098, H12 1.098
3 C 0.4618 0.6131 0.1156  C2 1.577, C4 1.532, N5 1.459, H13 1.094
4 C 0.3402 1.2785 1.4898  C3 1.532, H14 1.096, H15 1.097, H16 1.097
5 N 1.0358 -0.7232 0.2277  C3 1.459, C6 1.367, H17 1.012
6 C 1.9039 -1.1856 -0.7222  N5 1.367, O7 1.213, H18 1.106
7 O 2.5754 -0.4947 -1.4589  C6 1.213
8 H -2.0450 -1.1590 -1.4441  C1 1.094
9 H -1.1430 -1.5399 -0.0291  C1 1.095
10 H -2.6118 -0.6226 0.1466  C1 1.092
11 H -0.7295 0.7502 -1.7141  C2 1.098
12 H -1.5095 1.4258 -0.2956  C2 1.098
13 H 1.1631 1.1734 -0.5092  C3 1.094
14 H -0.0672 2.2889 1.3743  C4 1.096
15 H -0.3425 0.7081 2.1313  C4 1.097
16 H 1.2984 1.3644 2.0162  C4 1.097
17 H 0.3777 -1.4199 0.5520  N5 1.012
18 H 1.9389 -2.2912 -0.7471  C6 1.106

Just the natural (NBO) charges please, in e? Sure, here they are: C -0.613; C -0.417; C -0.061; C -0.610; N -0.616; C 0.534; O -0.604; H 0.221; H 0.177; H 0.214; H 0.216; H 0.210; H 0.233; H 0.211; H 0.200; H 0.221; H 0.379; H 0.106

Computed, not measured: the molecule C5H11NO, with ωB97M-V/def2-TZVPD.

The SMILES is CC[C@@H](C)NC=O. The HOMO energy is -9.708 eV. The calculation puts the LUMO energy at 0.92 eV. Its energy above the lowest of the compared OMol25 structures with the same formula, charge and spin is 4.7 kcal/mol. Its total energy is -8901.4932 eV.

Last columns: bonded neighbours and bond lengths (Å).
Positions of all 18 atoms, in Å:
1 C -1.5755 -0.5789 -1.2300  C2 1.525, H8 1.096, H9 1.094, H10 1.095
2 C -1.1907 0.3116 -0.0532  C1 1.525, C3 1.531, H11 1.098, H12 1.100
3 C 0.3167 0.5129 0.1243  C2 1.531, C4 1.523, N5 1.456, H13 1.095
4 C 0.6040 1.5970 1.1548  C3 1.523, H14 1.094, H15 1.098, H16 1.094
5 N 0.9835 -0.7103 0.5490  C3 1.456, C6 1.356, H17 1.011
6 C 1.6056 -1.5557 -0.3099  N5 1.356, O7 1.217, H18 1.107
7 O 1.6372 -1.4305 -1.5198  C6 1.217
8 H -1.2000 -0.1665 -2.1730  C1 1.096
9 H -1.1595 -1.5855 -1.1278  C1 1.094
10 H -2.6647 -0.6656 -1.3062  C1 1.095
11 H -1.6525 1.2996 -0.1779  C2 1.098
12 H -1.5851 -0.1010 0.8867  C2 1.100
13 H 0.7618 0.7733 -0.8411  C3 1.095
14 H 0.1104 2.5349 0.8835  C4 1.094
15 H 0.2121 1.2812 2.1306  C4 1.098
16 H 1.6787 1.7784 1.2519  C4 1.094
17 H 1.0157 -0.9022 1.5416  N5 1.011
18 H 2.1024 -2.3926 0.2166  C6 1.107

Just the natural (NBO) charges please, in e? Sure, here they are: C -0.607; C -0.394; C -0.065; C -0.608; N -0.621; C 0.530; O -0.618; H 0.212; H 0.212; H 0.208; H 0.201; H 0.192; H 0.221; H 0.219; H 0.197; H 0.217; H 0.393; H 0.109

Computed, not measured: a 2-piece molecular cluster, C5H11NO overall at a distorted geometry, with ωB97M-V/def2-TZVPD.

The SMILES is C=C/C=C/CN.O. The HOMO energy is -9.018 eV. The calculation puts the LUMO energy at 0.88 eV. Its energy above the lowest of the compared OMol25 structures with the same formula, charge and spin is 49.9 kcal/mol. Its total energy is -8899.5348 eV.

Last columns: bonded neighbours and bond lengths (Å).
Positions of all 18 atoms, in Å:
1 C 0.7952 -1.6946 -1.7631  C2 1.325, H7 1.073, H8 1.085
2 C 0.8870 -1.1731 -0.5483  C1 1.325, C3 1.467, H9 1.080
3 C -0.1122 -0.3367 0.1263  C2 1.467, C4 1.322, H10 1.089
4 C -0.3137 -0.3860 1.4322  C3 1.322, C5 1.505, H11 1.090
5 C -1.4157 0.3052 2.1895  C4 1.505, N6 1.446, H12 1.090, H13 1.090
6 N -2.3327 1.1226 1.4263  C5 1.446, H14 1.009, H15 1.006
7 H 1.4865 -2.3681 -2.2312  C1 1.073
8 H -0.0982 -1.5070 -2.3490  C1 1.085
9 H 1.7560 -1.4113 0.0470  C2 1.080
10 H -0.7556 0.2518 -0.5265  C3 1.089
11 H 0.2944 -1.0626 2.0321  C4 1.090
12 H -1.9371 -0.5089 2.6940  C5 1.090
13 H -1.0286 0.9177 3.0041  C5 1.090
14 H -1.8547 1.6175 0.6885  N6 1.009
15 H -3.1218 0.6205 1.0550  N6 1.006
16 O 2.2945 1.5080 -2.3531  H17 0.970, H18 0.963
17 H 1.3636 1.2510 -2.4480  O16 0.970
18 H 2.4910 1.3225 -1.4284  O16 0.963

Just the natural (NBO) charges please, in e? Sure, here they are: C -0.379; C -0.216; C -0.268; C -0.152; C -0.256; N -0.834; H 0.208; H 0.182; H 0.198; H 0.195; H 0.198; H 0.204; H 0.198; H 0.356; H 0.364; O -0.935; H 0.468; H 0.469

Number 1: HOMO-LUMO gap 8.544 eV. Number 2: HOMO-LUMO gap 10.658 eV. Number 3: HOMO-LUMO gap 10.623 eV. Number 4: HOMO-LUMO gap 9.897 eV.